# 1
A 3-piece molecular cluster, C37H53N5O5S overall at a distorted geometry, computed with the ωB97M-V functional and the def2-TZVPD basis.

## Properties
Gap between HOMO and LUMO: 8.2 eV
Total charge: 0
SMILES string: CCCCOc1cnc2c(COc3cc(C)ccc3C(C)C)cc(CNC)c(CCSc3nnco3)c2n1.C1CCOC1.C1CCOC1

Atoms and positions in Å:
C 6.08 -2.49 1.79
C 4.98 -2.53 0.69
C 3.66 -3.28 1.08
C 3.31 -3.24 2.58
O 3.20 -1.92 3.14
C 2.30 -1.12 2.49
C 1.02 -1.63 2.06
N 0.07 -0.94 1.46
C 0.47 0.36 1.31
C -0.48 1.27 0.70
C -1.89 0.79 0.29
O -2.77 1.90 0.50
C -3.91 1.83 -0.27
C -3.86 1.81 -1.67
C -4.99 1.75 -2.48
C -4.86 1.76 -4.01
C -6.26 1.69 -1.89
C -6.32 1.72 -0.48
C -5.19 1.81 0.33
C -5.32 1.88 1.85
C -4.47 0.81 2.62
C -6.77 1.82 2.38
C -0.18 2.58 0.50
C 1.10 3.13 0.89
C 1.31 4.63 0.65
N 0.37 5.37 1.51
C 1.00 6.46 2.28
C 2.01 2.28 1.46
C 3.40 2.79 1.91
C 4.45 2.15 0.93
S 5.68 3.44 0.47
C 6.18 3.12 -1.18
N 7.29 2.57 -1.62
N 7.27 2.54 -2.96
C 6.14 3.05 -3.36
O 5.42 3.41 -2.28
C 1.72 0.89 1.68
N 2.67 0.12 2.30
H 6.03 -1.53 2.31
H 7.05 -2.51 1.26
H 6.09 -3.37 2.46
H 5.41 -3.08 -0.17
H 4.77 -1.52 0.32
H 2.82 -2.94 0.45
H 3.80 -4.35 0.83
H 2.43 -3.87 2.79
H 4.14 -3.72 3.13
H 0.80 -2.68 2.28
H -2.19 0.00 1.00
H -1.87 0.42 -0.74
H -2.86 1.86 -2.12
H -4.21 2.62 -4.27
H -4.43 0.80 -4.32
H -5.87 1.92 -4.42
H -7.16 1.64 -2.49
H -7.33 1.66 -0.06
H -4.92 2.87 2.16
H -4.98 0.60 3.58
H -3.48 1.24 2.85
H -4.37 -0.09 2.00
H -6.84 1.98 3.47
H -7.25 0.84 2.17
H -7.42 2.57 1.90
H -0.90 3.28 0.06
H 2.35 4.97 0.74
H 1.00 4.83 -0.40
H -0.37 5.79 0.96
H 0.40 7.39 2.23
H 2.03 6.70 1.96
H 1.02 6.19 3.35
H 3.44 3.88 1.90
H 3.57 2.36 2.91
H 3.99 1.75 0.02
H 4.96 1.33 1.48
H 5.75 3.20 -4.37
C -2.23 -4.71 1.01
C -2.53 -4.73 -0.48
C -3.61 -3.67 -0.60
O -3.36 -2.71 0.43
C -2.38 -3.23 1.33
H -1.25 -5.11 1.26
H -2.98 -5.29 1.55
H -1.64 -4.42 -1.04
H -2.85 -5.70 -0.86
H -4.61 -4.09 -0.43
H -3.61 -3.17 -1.57
H -1.44 -2.70 1.16
H -2.70 -3.06 2.36
C 1.44 -2.27 -3.90
C 1.52 -3.51 -4.77
C 1.50 -4.62 -3.73
O 0.72 -4.14 -2.63
C 0.51 -2.73 -2.79
H 1.07 -1.39 -4.42
H 2.43 -2.04 -3.49
H 0.64 -3.58 -5.41
H 2.41 -3.55 -5.41
H 2.50 -4.85 -3.37
H 1.05 -5.54 -4.11
H -0.54 -2.58 -3.06
H 0.70 -2.22 -1.84



# 2
A 2-piece molecular cluster, C2H8NOS overall at a distorted geometry, computed with the ωB97M-V functional and the def2-TZVPD basis.

## Properties
Gap between HOMO and LUMO: 9.9 eV
Energy relative to the best compared isomer or geometry (same formula, charge and spin): 35.7 kcal per mole
Total charge: +1

Atoms and positions in Å:
C 0.18 -1.06 1.05
C 0.56 -0.57 -0.22
N -0.85 1.44 -0.02
O -0.04 -0.88 -1.29
S 1.99 0.28 -0.46
H 1.14 -1.25 1.63
H -0.53 -0.31 1.62
H -0.40 -2.01 0.91
H -1.87 1.46 -0.32
H -0.27 1.76 -0.74
H -0.77 2.07 0.83
H -0.87 -1.42 -1.27
H 1.73 0.51 -1.72



# 3
One molecule with the formula CH2BrIO2S at a distorted geometry, computed with the ωB97M-V functional and the def2-TZVPD basis.

## Properties
Gap between HOMO and LUMO: 8.6 eV
Energy relative to the best compared isomer or geometry (same formula, charge and spin): 98.5 kcal per mole
Total charge: 0

Atoms and positions in Å:
C 0.30 -0.03 -0.14
O 2.49 2.08 0.83
O 1.67 1.34 -1.83
S 1.17 1.49 -0.50
Br -0.54 2.77 -0.65
I 2.12 -1.14 0.06
H -0.28 0.31 0.81
H -0.36 -0.11 -0.99



# 4
C27H35FN4P2Pd as an isolated structure at a distorted geometry, computed with the ωB97M-V functional and the def2-TZVPD basis.

## Properties
Multiplicity: 5
Gap between HOMO and LUMO (spin up / spin down): 6.9 / 4.0 eV
Total charge: +2
<S²>: 6.044

Atoms and positions in Å:
Pd 0.37 1.56 0.18
C -1.65 1.51 -2.68
C -1.54 0.20 -2.57
C -0.61 -0.66 -3.42
C 0.81 -0.03 -3.54
C 1.42 0.59 -2.31
C 1.04 1.76 -1.72
C 0.43 2.87 -2.59
C -0.71 2.37 -3.49
C 0.80 1.04 2.65
H -2.52 2.05 -2.23
H -2.39 -0.40 -2.17
H -1.03 -0.80 -4.44
H -0.57 -1.69 -3.01
H 1.52 -0.80 -3.89
H 0.77 0.72 -4.37
H 2.33 0.10 -1.89
H 1.78 2.18 -0.91
H 1.24 3.33 -3.21
H 0.06 3.68 -1.93
H -1.25 3.22 -3.89
H -0.34 1.88 -4.38
H 0.01 1.66 3.09
H 1.73 1.46 3.13
H 0.67 0.02 3.07
P 1.64 -0.60 0.94
P -1.72 -0.30 1.13
N 3.25 0.53 0.44
N 2.54 -1.81 1.85
N -2.83 0.69 0.26
N -2.79 -1.62 1.88
C 0.63 -1.62 -0.20
C -0.95 -1.49 0.05
C 3.23 1.87 0.87
C 4.23 2.56 0.20
C 4.88 1.63 -0.64
C 4.24 0.39 -0.53
C 3.24 -1.45 3.01
C 4.07 -2.47 3.37
C 3.89 -3.55 2.44
C 2.95 -3.11 1.51
C -2.87 2.09 0.53
C -3.95 2.65 -0.18
C -4.60 1.57 -0.88
C -3.87 0.40 -0.64
C -3.92 -2.21 1.38
C -4.52 -2.96 2.40
C -3.75 -2.80 3.58
C -2.71 -1.93 3.26
H 0.95 -2.68 -0.16
H 0.84 -1.30 -1.25
H -1.44 -1.30 -0.92
H -1.34 -2.49 0.36
H 2.44 2.30 1.51
H 4.45 3.61 0.35
H 5.71 1.82 -1.27
H 4.34 -0.57 -1.03
H 3.05 -0.49 3.46
H 4.77 -2.49 4.21
H 4.39 -4.51 2.44
H 2.53 -3.60 0.63
H -2.21 2.55 1.25
H -4.17 3.71 -0.21
H -5.48 1.66 -1.53
H -4.03 -0.60 -1.02
H -4.21 -1.98 0.37
H -5.43 -3.52 2.29
H -3.90 -3.28 4.55
H -1.99 -1.46 3.93
F -1.95 0.33 2.53



# 5
A 2-piece molecular cluster, C9H14O overall at a distorted geometry, computed with the ωB97M-V functional and the def2-TZVPD basis.

## Properties
Gap between HOMO and LUMO: 9.2 eV
Energy relative to the best compared isomer or geometry (same formula, charge and spin): 9.2 kcal per mole
Total charge: 0
SMILES string: Cc1ccc(O)cc1.CC

Atoms and positions in Å:
C 1.16 2.73 -2.08
C 0.90 0.15 1.32
C 0.21 1.35 1.34
C 1.82 -0.12 0.31
C 0.33 2.22 0.25
C 1.90 0.73 -0.77
C 1.11 1.89 -0.84
O 0.76 -0.80 2.28
H -0.31 1.73 2.20
H 0.28 -0.58 3.08
H 2.53 -0.91 0.48
H -0.14 3.19 0.31
H 2.61 0.58 -1.58
H 0.20 2.71 -2.59
H 1.92 2.38 -2.78
H 1.33 3.79 -1.87
C -1.45 -2.72 0.55
C -2.72 -2.54 -0.29
H -0.85 -3.51 0.10
H -0.82 -1.84 0.54
H -1.62 -2.99 1.59
H -3.03 -1.49 -0.36
H -3.57 -3.09 0.14
H -2.54 -2.84 -1.31



# 6
C32H80CuF6NO34S12 as an isolated structure at a distorted geometry, computed with the ωB97M-V functional and the def2-TZVPD basis.

## Properties
Multiplicity: 2
Gap between HOMO and LUMO (spin up / spin down): 6.5 / 3.9 eV
Energy relative to the best compared isomer or geometry (same formula, charge and spin): 265.6 kcal per mole
Total charge: +1
<S²>: 0.763

Atoms and positions in Å:
Cu 8.78 -8.38 -1.56
C 4.44 -5.55 -2.82
F 4.28 -6.46 -1.76
F 4.24 -6.37 -3.90
F 3.58 -4.48 -2.77
S 6.30 -5.01 -2.82
O 6.95 -5.70 -3.98
O 6.26 -3.57 -2.96
N 6.91 -5.71 -1.38
S 6.49 -4.53 -0.41
O 7.60 -3.55 -0.34
O 5.13 -3.98 -0.53
C 6.56 -5.47 1.30
F 7.79 -5.59 1.78
F 5.88 -4.71 2.12
F 6.05 -6.67 1.20
O -2.64 -6.85 6.08
S -2.32 -5.38 6.19
O -1.59 -4.93 7.38
O -1.55 -4.80 4.82
C -0.43 -5.60 4.45
C 0.63 -4.67 3.82
C -3.87 -4.36 6.07
H -0.78 -6.34 3.73
H 0.08 -6.22 5.20
H 1.56 -5.21 3.62
H 0.73 -3.84 4.51
H 0.18 -4.27 2.92
H -4.50 -4.57 5.20
H -3.54 -3.32 5.97
H -4.51 -4.44 6.94
O 0.58 2.05 -9.83
S 0.32 2.35 -8.42
O -1.04 2.26 -7.95
O 1.24 1.33 -7.45
C 2.58 1.02 -7.83
C 3.08 0.21 -6.69
C 1.00 4.00 -7.95
H 3.10 1.98 -7.89
H 2.66 0.45 -8.76
H 3.52 0.84 -5.91
H 3.96 -0.34 -7.02
H 2.39 -0.53 -6.28
H 1.87 4.28 -8.53
H 1.12 3.81 -6.88
H 0.22 4.74 -8.14
O 13.16 -5.67 -4.50
S 11.76 -5.64 -4.64
O 10.98 -6.72 -4.06
O 11.12 -4.17 -4.19
C 11.64 -2.97 -4.66
C 11.49 -1.97 -3.51
C 11.46 -5.58 -6.48
H 11.00 -2.76 -5.52
H 12.66 -3.12 -5.02
H 11.92 -2.27 -2.56
H 10.45 -1.64 -3.42
H 11.93 -1.00 -3.75
H 10.39 -5.72 -6.65
H 12.03 -6.35 -6.99
H 11.93 -4.63 -6.73
O 7.75 -10.13 -4.95
S 7.60 -10.75 -6.30
O 8.70 -10.60 -7.26
O 7.15 -12.34 -6.02
C 7.00 -13.17 -7.12
C 8.05 -14.25 -6.86
C 6.08 -10.12 -7.10
H 7.15 -12.62 -8.04
H 6.03 -13.66 -7.19
H 9.02 -13.78 -6.69
H 8.14 -14.88 -7.75
H 7.75 -14.85 -6.00
H 5.37 -10.20 -6.28
H 5.91 -10.81 -7.93
H 6.38 -9.15 -7.50
O 7.42 0.86 -12.83
S 7.71 0.83 -11.40
O 6.60 1.06 -10.45
O 8.44 -0.65 -11.14
C 8.76 -1.08 -9.79
C 7.93 -2.38 -9.62
C 9.08 1.98 -10.98
H 8.49 -0.40 -8.98
H 9.80 -1.41 -9.81
H 8.20 -3.11 -8.85
H 7.86 -3.03 -10.49
H 6.90 -2.07 -9.47
H 8.75 3.02 -10.96
H 9.79 1.85 -11.80
H 9.53 1.78 -10.01
O 4.77 -7.07 6.47
S 5.47 -6.25 7.44
O 5.75 -6.69 8.82
O 6.89 -5.80 6.68
C 7.83 -5.05 7.47
C 8.46 -3.99 6.53
C 4.70 -4.55 7.45
H 8.58 -5.78 7.79
H 7.37 -4.65 8.38
H 7.70 -3.47 5.95
H 9.27 -4.42 5.93
H 8.93 -3.21 7.14
H 4.73 -4.11 6.45
H 5.22 -3.91 8.17
H 3.66 -4.78 7.71
O 1.75 -4.19 -10.87
S 1.64 -4.89 -9.60
O 2.80 -5.20 -8.74
O 0.39 -4.29 -8.79
C -0.58 -3.52 -9.50
C -1.56 -3.10 -8.42
C 0.89 -6.57 -10.09
H -1.08 -4.01 -10.34
H -0.13 -2.64 -9.94
H -1.17 -2.44 -7.65
H -2.15 -3.94 -8.06
H -2.28 -2.43 -8.91
H -0.12 -6.30 -10.40
H 0.92 -7.31 -9.29
H 1.37 -6.96 -10.99
O 9.71 -9.77 2.00
S 9.86 -10.74 3.10
O 9.27 -12.06 2.97
O 11.48 -10.97 3.42
C 11.82 -11.89 4.42
C 13.36 -11.89 4.30
C 9.35 -9.88 4.67
H 11.37 -12.85 4.17
H 11.41 -11.62 5.39
H 13.72 -12.80 4.78
H 13.72 -11.03 4.86
H 13.68 -11.85 3.26
H 8.28 -9.71 4.74
H 9.99 -9.01 4.85
H 9.58 -10.52 5.53
O 3.92 -12.06 -1.77
S 4.41 -11.49 -0.46
O 5.47 -10.50 -0.32
O 3.08 -10.88 0.29
C 3.17 -10.46 1.64
C 1.77 -10.88 2.24
C 4.78 -12.94 0.74
H 3.32 -9.39 1.72
H 3.91 -10.95 2.27
H 1.71 -11.97 2.25
H 0.91 -10.63 1.61
H 1.46 -10.48 3.20
H 4.01 -13.70 0.64
H 4.81 -12.62 1.78
H 5.67 -13.47 0.39
O 11.14 4.19 3.58
S 12.16 4.05 2.53
O 13.52 4.57 2.85
O 12.29 2.45 2.07
C 11.15 1.70 1.73
C 10.49 0.86 2.83
C 11.63 4.86 0.93
H 11.40 1.13 0.84
H 10.38 2.30 1.26
H 9.93 1.38 3.61
H 11.19 0.20 3.34
H 9.84 0.14 2.33
H 11.53 5.90 1.25
H 10.72 4.38 0.58
H 12.48 4.76 0.25



# 7
One molecule with the formula C5H14N4 at a distorted geometry, computed with the ωB97M-V functional and the def2-TZVPD basis.

## Properties
Gap between HOMO and LUMO: 8.6 eV
Energy relative to the best compared isomer or geometry (same formula, charge and spin): 38.3 kcal per mole
Total charge: 0
SMILES string: C/C(N)=C\N(C)C(N)N

Atoms and positions in Å:
C 1.41 -0.88 0.97
C -1.22 -0.25 1.79
C -1.26 -0.60 -1.55
N 0.00 0.18 1.13
C -0.69 0.73 -1.18
N 1.87 -1.18 -0.31
N 2.28 -0.11 1.75
N -0.61 1.62 -2.27
C -0.17 1.04 0.02
H 1.05 -1.76 1.50
H 2.16 -0.36 -0.83
H 1.24 -1.74 -0.85
H 1.58 0.44 2.33
H 2.78 0.58 1.20
H -1.41 1.59 -2.88
H -0.39 2.57 -2.00
H 0.23 2.04 0.15
H -1.74 -1.08 1.29
H -0.98 -0.58 2.81
H -1.93 0.57 1.87
H -0.82 -0.95 -2.48
H -2.34 -0.54 -1.69
H -1.07 -1.34 -0.77



# 8
A 2-piece molecular cluster, CH7NS overall at a distorted geometry, computed with the ωB97M-V functional and the def2-TZVPD basis.

## Properties
Multiplicity: 2
Gap between HOMO and LUMO (spin up / spin down): 8.4 / 7.3 eV
Energy relative to the best compared isomer or geometry (same formula, charge and spin): 0.0 kcal per mole
Total charge: +1
<S²>: 0.753

Atoms and positions in Å:
S 3.18 -0.73 4.18
H 4.25 0.00 3.89
C -1.63 0.05 -1.32
N -0.26 0.12 -0.72
H -1.70 0.54 -2.27
H -1.93 -0.99 -1.30
H -2.31 0.54 -0.63
H -0.13 -0.13 0.26
H 0.13 1.06 -0.83
H 0.40 -0.45 -1.25



Q: Which formula does entry 1 have?
A: C37H53N5O5S



Q: Among the records above, which one has the highest total charge?
A: C27H35FN4P2Pd



Q: The highest total charge belongs to which entry?
A: C27H35FN4P2Pd